No. 1
C7H6S | ωB97M-V/def2-TZVPD

As for the structure (SMILES): C#CC1(C#C)CSC1. Its strongest force on any atom is 4.89 eV/Å. The charge is 0. Its HOMO energy is -8.826 eV. Its energy above the lowest of the compared OMol25 structures with the same formula, charge and spin is 416.01 kJ/mol.

Atoms and positions in Å:
C1 0.39 2.68 -0.08
C2 0.29 1.46 -0.02
C3 0.06 0.06 -0.02
C4 1.32 -0.72 0.04
C5 2.19 -1.60 0.01
C6 -1.00 -0.32 1.15
S1 -2.41 -0.44 -0.06
C7 -0.86 -0.45 -1.11
H1 0.62 3.72 -0.03
H2 3.02 -2.21 0.02
H3 -1.26 0.52 1.82
H4 -0.89 -1.26 1.63
H5 -0.91 0.07 -2.05
H6 -0.58 -1.52 -1.30



No. 2
C7H6S | ωB97M-V/def2-TZVPD

As for the structure (SMILES): C=C1C=CC=C1C=S. Its strongest force on any atom is 1.49 eV/Å. The charge is 0. Its HOMO energy is -8.493 eV. Its energy above the lowest of the compared OMol25 structures with the same formula, charge and spin is 122.71 kJ/mol.

Atoms and positions in Å:
C1 -0.46 1.99 0.00
C2 0.12 0.78 0.00
C3 1.56 0.56 0.00
C4 1.80 -0.78 0.00
C5 0.52 -1.47 0.00
C6 -0.51 -0.56 -0.01
C7 -1.89 -0.97 0.00
S1 -3.23 -0.04 0.00
H1 0.11 2.90 0.00
H2 -1.56 2.11 -0.01
H3 2.33 1.37 0.02
H4 2.79 -1.29 0.00
H5 0.39 -2.54 -0.01
H6 -1.99 -2.06 0.02



No. 3
C7H73I2NO38 | ωB97M-V/def2-TZVPD

Its strongest force on any atom is 2.05 eV/Å. The charge is 0. Its HOMO energy is -8.361 eV.

Atoms and positions in Å:
C1 -0.16 2.27 -0.49
C2 0.25 0.89 -0.02
I1 1.20 -0.23 -1.51
C3 0.00 0.39 1.19
I2 0.57 -1.61 1.59
C4 -0.75 1.15 2.30
O1 -0.63 0.33 3.52
C5 0.50 0.66 4.14
O2 1.10 0.02 4.94
O3 0.91 1.91 3.74
C6 -0.16 2.39 2.94
N1 0.12 3.59 2.17
C7 1.26 4.04 2.34
O4 2.30 4.52 2.45
H1 -1.18 2.50 -0.18
H2 -0.12 2.33 -1.57
H3 0.56 2.99 -0.11
H4 -1.82 1.18 2.10
H5 -0.93 2.71 3.66
O5 -0.60 -4.59 0.84
H6 -1.08 -5.38 0.56
H7 -0.64 -4.61 1.81
O6 3.95 2.04 1.27
H8 3.61 2.82 1.73
H9 3.83 1.32 1.91
O7 1.46 0.64 -4.91
H10 2.16 1.31 -4.85
H11 1.72 0.09 -5.66
O8 -3.04 3.96 1.45
H12 -2.11 4.02 1.18
H13 -3.11 4.58 2.20
O9 0.43 -1.66 7.21
H14 0.51 -1.18 6.38
H15 1.04 -1.20 7.80
O10 -3.78 5.91 -0.93
H16 -4.15 6.70 -0.51
H17 -3.87 5.21 -0.27
O11 3.09 -3.28 7.42
H18 3.02 -3.83 6.64
H19 2.32 -2.69 7.37
O12 2.30 -1.15 -7.48
H20 2.74 -1.07 -8.33
H21 1.73 -1.93 -7.59
O13 3.82 -0.82 -3.92
H22 3.84 -1.39 -4.69
H23 2.94 -0.43 -3.91
O14 0.61 -2.81 -9.29
H24 0.62 -3.41 -10.05
H25 -0.27 -2.41 -9.28
O15 -4.41 6.08 2.80
H26 -5.15 6.19 3.40
H27 -4.03 6.95 2.69
O16 1.71 -3.94 -1.37
H28 1.01 -3.89 -0.70
H29 2.01 -3.03 -1.50
O17 -3.36 1.86 -1.11
H30 -3.79 2.44 -1.76
H31 -3.59 2.26 -0.27
O18 0.24 -5.21 3.62
H32 0.40 -5.63 4.47
H33 1.11 -4.91 3.31
O19 -0.97 -1.50 -7.04
H34 -0.76 -1.87 -6.18
H35 -0.16 -1.05 -7.31
O20 -5.71 0.17 -1.08
H36 -4.83 0.50 -1.33
H37 -5.68 0.26 -0.12
O21 -2.81 -1.32 -1.24
H38 -3.73 -1.40 -1.53
H39 -2.46 -0.57 -1.72
O22 1.15 -5.91 -3.63
H40 0.48 -6.59 -3.49
H41 1.36 -5.57 -2.75
O23 -7.59 1.57 0.44
H42 -7.62 1.01 -0.35
H43 -8.43 2.04 0.44
O24 -3.91 0.69 1.62
H44 -4.27 1.44 2.11
H45 -4.10 -0.08 2.17
O25 -0.71 3.99 -3.20
H46 -1.60 3.97 -3.57
H47 -0.26 4.70 -3.66
O26 3.11 2.76 -6.01
H48 3.01 3.26 -6.83
H49 3.72 3.28 -5.48
O27 -5.68 5.71 -3.35
H50 -5.16 5.78 -4.16
H51 -5.02 5.59 -2.65
O28 -6.04 4.02 -0.99
H52 -6.35 4.60 -1.69
H53 -6.22 4.50 -0.18
O29 1.57 -5.46 -10.44
H54 2.09 -5.67 -11.22
H55 2.13 -5.72 -9.69
O30 2.69 -4.91 2.17
H56 3.40 -4.28 2.28
H57 2.98 -5.47 1.44
O31 4.79 -3.22 9.74
H58 5.32 -4.02 9.72
H59 4.15 -3.33 9.02
O32 -6.83 4.72 3.57
H60 -6.22 3.97 3.51
H61 -7.51 4.52 2.91
O33 6.82 -0.72 9.52
H62 6.24 0.00 9.77
H63 6.24 -1.49 9.49
O34 -1.73 -7.15 0.08
H64 -1.01 -7.79 0.00
H65 -2.34 -7.36 -0.63
O35 5.26 1.59 -2.87
H66 4.79 0.76 -3.05
H67 5.25 1.68 -1.91
O36 1.48 4.41 -8.03
H68 1.45 3.86 -8.83
H69 0.62 4.84 -8.01
O37 7.87 -0.14 12.73
H70 8.41 -0.93 12.69
H71 7.24 -0.25 12.01
O38 4.80 -7.10 1.92
H72 5.00 -7.54 2.75
H73 5.64 -6.73 1.63



No. 4
C7H7Br3S | ωB97M-V/def2-TZVPD

Its strongest force on any atom is 5.89 eV/Å. The charge is 0. Its HOMO energy is -8.794 eV. Its energy above the lowest of the compared OMol25 structures with the same formula, charge and spin is 0.00 kJ/mol.

Atoms and positions in Å:
C1 1.89 -0.47 -0.02
C2 3.61 0.60 -0.08
C3 2.41 -1.68 0.07
C4 4.60 -0.32 -0.14
C5 -0.34 -0.47 1.09
C6 -0.10 0.05 -1.34
C7 0.56 0.19 0.00
S1 4.16 -2.04 -0.11
Br1 3.53 2.41 -0.14
Br2 1.44 -3.27 0.00
Br3 6.45 0.02 0.04
H1 0.33 -0.70 2.00
H2 -0.80 -1.25 0.64
H3 -1.09 0.14 1.75
H4 -0.89 0.89 -1.50
H5 -0.51 -0.88 -1.43
H6 0.57 0.38 -2.10
H7 0.79 1.24 0.15



Number 1: HOMO-LUMO gap 9.5 eV. Number 2: HOMO-LUMO gap 7.4 eV. Number 3: HOMO-LUMO gap 8.0 eV. Number 4: HOMO-LUMO gap 9.2 eV.